[1]
Here is a cluster of 15 separate species, C17H64N20O15 in total at a distorted geometry from OMol25. Energies are from ωB97M-V with the def2-TZVPD basis set.

Last column: Mulliken charge in e.
Element x y z (Å)
C: 3.0369 -0.4222 18.9695  2.337
C: 2.4920 0.2857 20.2665  0.854
O: 3.1431 -0.2228 21.3943  1.848
H: 2.3694 -0.1621 18.1442  -0.160
H: 2.9719 -1.5282 19.0223  -0.662
H: 4.0361 -0.1638 18.7093  -1.064
H: 1.4387 0.0565 20.4045  -0.414
H: 2.4166 1.3671 20.2239  0.272
H: 4.0860 -0.1642 21.3499  -1.023
C: 1.1048 2.2617 16.8616  -1.147
C: 0.3021 1.9682 18.0346  1.070
O: -1.0357 2.1716 17.6530  -0.638
H: 0.9384 1.5448 16.0443  0.200
H: 2.1358 2.1656 17.1712  -0.104
H: 1.1007 3.2607 16.5071  0.578
H: 0.4982 2.7768 18.7881  -0.060
H: 0.3767 0.9799 18.4243  -0.330
H: -1.4927 2.3468 18.4910  0.389
C: 6.6411 -1.0347 20.3218  0.147
O: 5.7087 -1.1130 21.3583  -0.574
N: 7.1844 0.1148 19.8794  -0.497
N: 6.8980 -1.9944 19.5087  -0.405
H: 7.2123 0.9317 20.5416  0.328
H: 7.6270 0.2931 18.9598  0.199
H: 6.4712 -2.8607 19.8125  0.190
H: 7.6452 -2.0562 18.8188  0.339
C: 2.5229 -3.9608 20.8702  0.409
O: 2.5497 -5.3463 20.6115  -0.874
N: 3.5532 -3.2834 21.2429  0.158
N: 1.4611 -3.2291 20.5815  0.268
H: 4.4556 -3.7989 21.0205  0.178
H: 3.5353 -2.3066 21.0819  -0.550
H: 0.8076 -3.5876 19.9440  0.113
H: 1.3371 -2.3530 21.0052  -0.222
C: 2.6873 -1.8772 24.7248  0.571
O: 2.8896 -1.8518 26.0616  -0.788
N: 2.4479 -0.8386 24.0822  0.646
N: 2.9010 -2.9516 23.9554  -0.177
H: 2.0779 -0.0453 24.6276  0.081
H: 2.6626 -0.7179 23.0637  -0.952
H: 3.0506 -3.7255 24.6034  0.240
H: 3.0731 -3.0414 22.9604  0.223
C: 0.7366 -5.4426 17.6873  0.442
O: -0.3201 -5.7413 16.8653  -0.794
N: 1.0963 -6.2863 18.5978  -0.184
N: 1.5121 -4.4577 17.4555  0.092
H: 0.6893 -7.2309 18.5824  0.237
H: 1.6072 -6.1419 19.4263  0.286
H: 1.1860 -3.6857 16.8681  0.142
H: 2.3765 -4.1984 18.0380  0.072
C: 5.0279 -2.8236 16.7013  -0.050
O: 4.2537 -3.4687 17.6594  -0.671
N: 5.8712 -1.8556 16.9425  -0.392
N: 4.8851 -3.0709 15.4513  -0.380
H: 6.0277 -1.6578 17.9491  0.118
H: 6.5877 -1.6555 16.1714  0.271
H: 4.2079 -3.8408 15.2853  0.331
H: 5.6459 -2.8692 14.6662  0.295
C: 3.9063 0.5685 15.2037  0.245
O: 3.2150 1.6486 14.6172  -0.737
N: 4.6379 0.5924 16.3367  0.201
N: 3.9878 -0.5737 14.7501  -0.177
H: 4.7024 1.4326 16.9449  0.255
H: 4.9066 -0.2963 16.6986  0.057
H: 3.6550 -0.6587 13.7696  0.268
H: 4.3839 -1.4396 15.1514  0.157
C: 0.5812 2.5159 21.9120  0.321
O: 1.0343 1.4615 22.5785  -0.692
N: 1.1728 3.6147 21.8232  -0.219
N: -0.4649 2.4194 21.1773  -0.189
H: 2.0945 3.7935 22.1301  0.157
H: 0.9092 4.1777 21.0397  0.230
H: -0.7423 1.4541 21.0594  0.209
H: -0.9652 3.0770 20.5448  0.298
C: 4.6519 2.8419 19.0982  0.270
O: 3.6057 3.6649 19.5587  -0.633
N: 5.1024 2.7905 17.8642  -0.322
N: 5.1310 2.0054 19.9471  0.880
H: 4.7746 3.4983 17.1718  0.314
H: 6.0734 2.5522 17.7949  0.253
H: 5.8265 1.2334 19.6933  0.048
H: 4.7623 1.9669 20.9135  -0.733
C: -0.9551 -1.0891 21.6033  0.320
O: -1.1239 -0.0114 20.7362  -0.835
N: -1.8335 -2.0488 21.6969  -0.304
N: 0.1114 -1.2376 22.2881  -0.078
H: -2.6048 -1.8710 20.9980  0.372
H: -1.6248 -2.9522 22.1787  0.248
H: 0.8036 -0.4405 22.3452  -0.756
H: 0.1778 -2.0483 22.8719  0.223
C: 4.6628 3.7208 22.7084  0.344
O: 5.1028 4.9253 22.0825  -0.773
N: 5.3068 2.6034 22.5562  0.030
N: 3.6312 3.6314 23.4230  -0.321
H: 6.2722 2.7532 22.1896  0.287
H: 5.3562 1.7870 23.1758  0.063
H: 3.0674 4.4221 23.7359  0.344
H: 3.3851 2.6888 23.7111  0.051
C: 0.7574 -1.1436 15.3536  -0.546
O: 1.8535 -1.9429 15.9824  -0.617
H: 0.3099 -0.6160 16.1885  -0.063
H: -0.0804 -1.7954 14.9715  0.312
H: 1.1074 -0.5612 14.5269  0.476
H: 2.6223 -1.4679 15.7631  0.345
C: -0.6315 -2.3097 18.1476  -0.462
O: -1.1584 -1.0246 18.0767  -0.651
H: 0.3748 -2.3609 18.2938  -0.594
H: -0.9297 -2.9295 17.3379  0.553
H: -0.9303 -2.7431 19.0412  0.844
H: -1.3662 -0.8067 18.9360  0.310
C: 5.9710 0.5095 24.8790  -0.950
O: 5.1694 0.2890 23.7241  -0.475
H: 6.5290 1.4409 24.9013  0.412
H: 6.7257 -0.3354 25.1893  0.284
H: 5.3102 0.4572 25.7723  0.307
H: 4.5136 -0.4613 23.8017  0.027

Values from the calculation:
* relative energy (zero: lowest compared OMol25 entry of this formula, charge and spin): 51.8 kcal per mole
* total charge: 0
* DFT total energy: -79176.4650 eV
* LUMO: -0.055 hartree
* HOMO energy: -8.018 eV

[2]
Here is a cluster of 17 separate species, C17H68O17 in total at a distorted geometry from OMol25. Energies are from ωB97M-V with the def2-TZVPD basis set.

Last column: Mulliken charge in e.
Element x y z (Å)
C: 12.8198 11.3345 7.3908  -0.458
O: 11.4801 11.0549 7.7401  -0.509
H: 13.1524 10.4481 6.8093  0.280
H: 12.9254 12.2368 6.7867  0.327
H: 13.4067 11.3492 8.2991  0.038
H: 11.0187 11.8442 8.0636  0.302
C: 13.1339 17.7946 15.0550  -0.869
O: 13.0125 16.9076 13.9938  -0.422
H: 13.8591 17.3648 15.7909  0.273
H: 13.5723 18.7546 14.7102  0.280
H: 12.2615 17.9517 15.6778  0.262
H: 12.0668 16.9602 13.7402  0.536
C: 15.6613 15.8476 11.9510  -0.185
O: 15.3912 15.5380 13.3103  -0.505
H: 15.6424 14.9415 11.3534  -0.077
H: 14.8137 16.5279 11.6602  0.133
H: 16.5826 16.3848 11.6835  0.356
H: 14.5039 15.9159 13.4915  0.389
C: 11.0368 18.8967 10.7749  -0.609
O: 9.7289 18.3731 10.8945  -0.458
H: 11.1646 19.5219 9.8760  0.323
H: 11.1732 19.4458 11.6536  0.270
H: 11.8035 18.0948 10.7076  0.183
H: 9.5433 17.8370 10.1293  0.267
C: 8.5944 13.0392 10.0816  -0.197
O: 9.6746 13.1600 9.1237  -0.708
H: 7.7896 12.4889 9.6001  0.429
H: 8.8723 12.4964 11.0020  -0.195
H: 8.2097 14.0762 10.3097  0.202
H: 10.4789 13.4565 9.6037  0.635
C: 15.4841 14.3192 8.6069  -0.200
O: 16.7386 14.5588 7.9137  -0.585
H: 15.7504 13.5290 9.2697  0.123
H: 15.2452 15.1212 9.2939  0.138
H: 14.7740 14.0215 7.8752  0.245
H: 16.8324 15.4451 7.5050  0.288
C: 10.6756 11.8047 14.2228  -0.375
O: 10.2900 12.8392 15.1508  -0.309
H: 10.6261 10.8695 14.7671  0.486
H: 9.8770 11.7129 13.5148  -0.030
H: 11.6462 11.9256 13.8034  0.119
H: 11.0152 12.9407 15.8222  0.463
C: 10.4069 9.3171 10.6130  -0.555
O: 11.8947 9.3398 10.5811  -0.538
H: 10.1655 8.3776 10.0698  0.349
H: 10.0897 9.1989 11.6237  0.266
H: 9.9662 10.1472 10.0729  0.105
H: 12.1048 9.4823 9.6570  0.272
C: 9.1868 18.0659 14.3126  -0.710
O: 10.4470 17.7247 13.7457  -0.317
H: 8.7444 18.8791 13.7411  0.306
H: 8.4997 17.2219 14.3384  0.172
H: 9.3741 18.3948 15.3136  0.306
H: 10.1140 17.6150 12.8621  0.038
C: 6.3724 16.8593 11.5388  -0.169
O: 5.8550 15.6103 11.1616  -0.473
H: 7.0676 16.7113 12.3805  -0.114
H: 6.9436 17.3309 10.7226  0.167
H: 5.5714 17.5151 11.9411  0.315
H: 5.7655 15.5660 10.2088  0.269
C: 14.2160 11.9875 12.9367  -0.780
O: 13.2083 11.9461 11.9593  -0.198
H: 15.1251 11.6140 12.5181  0.107
H: 14.3812 13.0108 13.2092  0.322
H: 13.9905 11.3238 13.7891  0.271
H: 13.4105 11.1212 11.5140  0.239
C: 8.1695 14.3500 17.7000  -0.589
O: 9.2008 15.1325 17.1502  -0.529
H: 7.2731 14.3691 17.1155  0.270
H: 8.4955 13.3197 17.8964  0.271
H: 7.9020 14.7791 18.6633  0.289
H: 9.5139 14.8123 16.3225  0.227
C: 8.6528 16.4659 7.7140  -0.817
O: 9.1247 16.1397 9.0125  -0.275
H: 7.7468 15.8741 7.4634  0.272
H: 8.4486 17.5550 7.7042  0.285
H: 9.4502 16.3435 6.9558  0.284
H: 9.2334 15.1402 8.9841  0.245
C: 11.7132 14.8084 11.7910  -0.088
O: 11.8562 13.9467 10.6238  -0.452
H: 12.6409 14.9738 12.2579  -0.119
H: 11.2758 15.7462 11.4702  0.060
H: 11.0506 14.3636 12.5339  0.284
H: 12.5622 13.2939 10.9064  0.268
C: 12.6575 13.4501 18.5302  -0.744
O: 11.7575 13.3841 17.3681  -0.588
H: 13.2848 14.3342 18.5990  0.268
H: 12.1596 13.2032 19.4366  0.307
H: 13.3176 12.5374 18.4030  0.254
H: 11.0473 14.0243 17.4947  0.268
C: 15.4288 9.6738 10.6553  -0.573
O: 14.3778 9.4117 11.5565  -0.459
H: 16.2003 10.2188 11.2074  0.301
H: 15.9473 8.8365 10.1649  0.353
H: 15.1819 10.3195 9.7865  0.074
H: 13.7093 8.8584 11.0554  0.345
C: 6.9263 13.0271 13.4207  -0.293
O: 5.6304 13.4427 13.2096  -0.588
H: 7.0343 12.4673 14.3590  0.295
H: 7.3348 12.4043 12.6213  0.158
H: 7.5190 13.9576 13.5660  0.104
H: 5.6341 13.9975 12.4291  0.323

Values from the calculation:
* relative energy (zero: lowest compared OMol25 entry of this formula, charge and spin): 23.9 kcal per mole
* total charge: 0
* DFT total energy: -53532.1048 eV
* LUMO: 0.015 hartree
* HOMO energy: -9.798 eV

[3]
Here is a cluster of 26 separate species, C17H80I2NO28P2 in total at a distorted geometry from OMol25. Energies are from ωB97M-V with the def2-TZVPD basis set.

Last column: Mulliken charge in e.
Element x y z (Å)
C: 2.0273 -1.8956 4.1851  -0.456
O: 3.2135 -1.7244 3.3835  -0.427
C: 3.1551 -0.5218 2.5837  0.256
C: 3.2386 0.8359 3.4507  -0.879
C: 2.3713 2.0084 2.7692  -0.489
C: 0.7534 1.7646 2.9135  0.248
C: -0.0626 1.9533 1.5290  -0.209
C: -1.1105 3.1568 1.5272  -0.707
C: -2.4714 2.8416 2.3272  -0.700
C: -3.4619 1.8633 1.5351  -0.940
P: -4.4543 0.7006 2.6636  0.947
C: -5.0304 -0.7646 1.6181  0.622
C: -4.9185 -0.7124 0.0860  -0.517
C: -5.3986 -2.0213 -0.5347  -0.341
C: -5.9000 -3.1396 0.3524  -0.364
N: -6.0641 -3.2176 1.7583  -0.539
C: -5.6045 -1.9910 2.2890  -0.506
C: -5.8713 1.7321 3.3727  -0.921
I: -7.7733 1.3982 2.2984  0.112
C: -6.1052 1.5699 4.9580  -0.291
C: -7.4421 0.7806 5.3732  -1.303
I: -6.3458 3.5996 5.8107  0.181
P: -3.0556 -0.0987 4.1494  0.215
O: -1.9206 -1.0140 3.2177  -0.290
O: -3.8777 -1.2255 5.1705  -0.466
H: 1.9672 -1.1494 5.0557  0.217
H: 2.0512 -2.9365 4.6707  0.314
H: 1.0580 -1.7794 3.5784  0.053
H: 2.2252 -0.4423 1.9262  -0.083
H: 4.0629 -0.5533 1.8811  0.256
H: 4.3431 1.1642 3.4076  0.307
H: 3.0027 0.6640 4.5497  0.307
H: 2.6316 3.0092 3.2433  0.378
H: 2.7066 2.0553 1.6534  0.171
H: 0.3661 2.3950 3.7826  0.408
H: 0.6515 0.6669 3.2386  -0.319
H: 0.7272 2.2141 0.7166  0.424
H: -0.4949 0.9385 1.2187  0.141
H: -1.3625 3.4216 0.4366  0.063
H: -0.6127 4.0455 2.0448  0.413
H: -2.9891 3.8624 2.4715  0.389
H: -2.1757 2.4946 3.3704  0.370
H: -2.8843 1.2243 0.7907  0.401
H: -4.1753 2.5376 0.9321  0.490
H: -4.5369 0.1420 -0.5499  0.422
H: -5.3781 -2.1563 -1.6648  0.398
H: -6.2069 -4.1022 -0.1970  0.351
H: -5.6831 -1.9252 3.4362  0.258
H: -5.6152 2.8378 3.1826  0.780
H: -5.2356 1.1165 5.5292  0.419
H: -8.3729 1.4413 5.2802  0.439
H: -7.3527 0.5495 6.4993  0.427
H: -7.5522 -0.2319 4.8595  0.299
H: -2.1725 -0.8629 2.2732  0.261
H: -4.0512 -0.7819 6.0290  0.401
O: -8.7705 -2.0044 0.4100  -0.593
H: -9.0046 -1.1306 0.7410  0.254
H: -8.1913 -2.3658 1.0930  0.351
O: 6.2199 -2.8372 2.1778  -0.644
H: 5.3980 -2.5915 2.6233  0.334
H: 6.0182 -2.7286 1.2384  0.334
O: 6.6471 -2.5133 -1.1237  -0.564
H: 6.8032 -3.4408 -1.3432  0.361
H: 6.0742 -2.1987 -1.8338  0.228
O: 4.1682 -2.4929 -2.7895  -0.522
H: 3.3485 -2.2512 -2.3405  0.209
H: 3.9601 -2.3825 -3.7286  0.270
O: -1.8920 3.8956 -1.3968  -0.597
H: -1.5830 4.5223 -2.0673  0.310
H: -2.8521 3.9537 -1.4528  0.249
O: -1.6994 -4.3517 3.6091  -0.581
H: -1.7385 -3.4360 3.3040  0.312
H: -1.7798 -4.2820 4.5679  0.302
O: 2.2381 -0.3329 -3.1682  -0.414
H: 2.4644 0.4324 -3.7058  0.186
H: 1.3867 -0.1008 -2.7800  0.253
O: 0.0709 -6.4908 1.9456  -0.626
H: 0.7679 -5.8308 1.8593  0.293
H: -0.6860 -5.9891 2.2777  0.312
O: 2.3335 1.1560 -0.2574  -0.576
H: 3.0012 0.5910 -0.6705  0.279
H: 1.6119 0.5496 -0.0510  0.109
O: 4.1282 -1.3658 -5.6051  -0.587
H: 3.3591 -1.0156 -6.0788  0.327
H: 4.8832 -1.0481 -6.1166  0.245
O: 0.8432 1.8679 -2.8905  -0.593
H: 1.5424 2.5274 -2.9786  0.281
H: 0.0823 2.3743 -2.5724  0.188
O: 1.1811 0.7394 -5.9403  -0.617
H: 1.1446 1.6493 -6.2589  0.311
H: 1.0909 0.8240 -4.9815  0.363
O: -3.3806 5.2925 -3.3687  -0.547
H: -3.0687 5.9182 -4.0374  0.291
H: -4.3423 5.3508 -3.4246  0.260
O: -6.6832 7.4248 6.1974  -0.603
H: -6.5227 6.5035 5.9628  0.208
H: -7.2728 7.7442 5.5034  0.321
O: 7.1432 -4.0687 -3.6993  -0.668
H: 7.8443 -3.4093 -3.7857  0.333
H: 6.3823 -3.5606 -3.3877  0.287
O: 1.8453 -3.0946 -0.2790  -0.593
H: 2.0302 -3.9029 -0.7739  0.308
H: 2.1630 -3.2887 0.6119  0.284
O: -0.3094 5.6768 -3.1806  -0.618
H: 0.5896 5.6331 -2.8326  0.285
H: -0.3211 6.4941 -3.6998  0.316
O: -1.7809 7.8367 -4.1990  -0.662
H: -1.8239 8.7484 -4.5138  0.290
H: -1.8699 7.9164 -3.2396  0.352
O: 7.4962 -3.6684 -6.7768  -0.630
H: 8.3724 -3.2737 -6.8671  0.307
H: 7.3693 -3.7429 -5.8204  0.327
O: 9.6933 -1.9787 -0.2880  -0.620
H: 8.9693 -2.2781 0.2759  0.319
H: 9.8360 -1.0641 -0.0187  0.301
O: 6.6012 -4.9941 -9.2669  -0.621
H: 6.9238 -5.8924 -9.1354  0.308
H: 7.0661 -4.4797 -8.5926  0.344
O: 2.8108 -3.6963 -6.8101  -0.658
H: 3.3431 -2.9866 -6.4227  0.406
H: 2.6253 -4.2823 -6.0673  0.301
O: 0.7241 4.0963 4.9055  -0.574
H: 0.4861 4.9745 5.2282  0.261
H: 1.3040 3.7443 5.5927  0.277
O: 9.5058 -6.3832 -8.7632  -0.630
H: 9.3276 -7.2602 -8.4025  0.317
H: 9.8555 -6.5599 -9.6449  0.316
O: -7.2257 1.3210 -1.2355  -0.608
H: -7.8071 1.2359 -0.4688  0.230
H: -7.1472 0.4181 -1.5691  0.342

Values from the calculation:
* total charge: +1
* DFT total energy: -112515.1852 eV
* LUMO: -0.162 hartree
* HOMO energy: -10.952 eV

no.,HOMO-LUMO gap (eV)
1,6.5
2,10.2
3,6.5